# C2HFS

A 2-piece molecular cluster, C2HFS overall (wB97M-V/def2-TZVPD, the OMol25 dataset).

Atoms and positions in Å:
C 0.361 -0.583 -0.487
C 1.182 -1.312 -0.885
F -0.043 1.812 0.050
S -1.133 0.885 0.917
H -0.367 -0.801 0.406

Output
Kohn-Sham gap (alpha / beta)   5.9 / 5.9 eV
Energy above the lowest of the compared OMol25 structures with the same formula, charge and spin   1.935 eV


# C2HGaLiO2

C2HGaLiO2 as an isolated structure (wB97M-V/def2-TZVPD, the OMol25 dataset).

Atoms and positions in Å:
O -2.319 0.092 -0.914
C -1.363 0.189 -0.247
C -0.204 0.229 0.393
H -0.286 0.513 1.449
Ga 1.981 1.140 -0.544
Li 1.232 -1.910 0.260
O 0.959 -0.254 -0.396

Output
Spin multiplicity   2
Kohn-Sham gap (alpha / beta)   10.2 / 5.2 eV
Net charge   +2


# C2HI2N3

An isolated molecule of C2HI2N3 (wB97M-V/def2-TZVPD, the OMol25 dataset).

Atoms and positions in Å:
N -1.819 -2.061 -0.919
C -1.074 -1.362 -0.394
N -0.471 -0.586 0.559
C 0.244 0.505 0.233
I 1.040 1.704 1.836
N 0.509 0.710 -0.985
I 1.845 1.999 -1.818
H -0.274 -0.908 1.489

Output
Kohn-Sham gap   8.6 eV
Energy above the lowest of the compared OMol25 structures with the same formula, charge and spin   0.171 eV


# C2HI2O3P

An isolated ion of composition C2HI2O3P and charge -2 (wB97M-V/def2-TZVPD, the OMol25 dataset).

Atoms and positions in Å:
O -1.344 -1.898 -0.746
P -1.038 -1.074 0.513
O -0.476 -1.786 1.741
O -1.855 0.194 0.790
C 0.393 0.019 -0.253
I 1.854 -1.309 -1.291
C 0.483 1.284 -0.123
I 2.319 2.524 -0.778
H -0.336 2.045 0.147

Output
Kohn-Sham gap   5.1 eV
Energy above the lowest of the compared OMol25 structures with the same formula, charge and spin   0.497 eV
Net charge   -2


# C2HIN2O

A 2-piece molecular cluster, C2HIN2O overall (wB97M-V/def2-TZVPD, the OMol25 dataset).

Atoms and positions in Å:
N -0.375 -2.868 0.499
N -0.769 -1.818 0.556
O -1.022 -0.705 0.634
C -0.209 1.537 -0.783
C 0.886 1.346 -0.264
I 2.806 0.821 0.303
H -1.316 1.686 -0.945

Output
Kohn-Sham gap   9.7 eV
Energy above the lowest of the compared OMol25 structures with the same formula, charge and spin   2.655 eV


# C2HIN2O

An isolated ion of composition C2HIN2O and charge +2 (wB97M-V/def2-TZVPD, the OMol25 dataset).

Atoms and positions in Å:
C 1.010 -2.700 -0.076
C -0.255 -1.228 0.758
N 0.372 -2.304 0.928
N -0.659 -0.290 0.141
O 1.541 -2.924 -1.014
I -2.810 -0.151 -0.726
H -0.447 0.790 0.130

Output
Spin multiplicity   3
Kohn-Sham gap (alpha / beta)   9.3 / 7.0 eV
Energy above the lowest of the compared OMol25 structures with the same formula, charge and spin   0.000 eV
Net charge   +2


# C2HIN2O2

A 2-piece molecular cluster, C2HIN2O2 overall (wB97M-V/def2-TZVPD, the OMol25 dataset).

Atoms and positions in Å:
C -1.091 0.022 1.057
C -0.316 0.228 -0.178
N -1.589 -0.190 2.073
N 1.115 -0.177 -0.185
O 1.563 -0.676 0.810
O 1.709 0.100 -1.224
I -0.643 1.842 -1.301
H -0.748 -1.150 -1.052

Output
Kohn-Sham gap   8.8 eV
Energy above the lowest of the compared OMol25 structures with the same formula, charge and spin   4.053 eV


# C2HLiO3Tl

C2HLiO3Tl as an isolated structure (wB97M-V/def2-TZVPD, the OMol25 dataset).

Atoms and positions in Å:
O -0.984 -1.627 1.443
C -0.116 -1.628 0.614
H 0.569 -2.471 0.416
O -0.101 1.565 -0.504
C -0.701 0.661 0.081
O 0.173 -0.545 -0.117
Li -0.535 3.438 -0.400
Tl 1.693 0.608 -1.534

Output
Spin multiplicity   2
Kohn-Sham gap (alpha / beta)   2.4 / 6.5 eV
Energy above the lowest of the compared OMol25 structures with the same formula, charge and spin   3.018 eV


# C2HN2S3

An isolated ion of composition C2HN2S3 and charge -1 (wB97M-V/def2-TZVPD, the OMol25 dataset).

Atoms and positions in Å:
S 2.793 -0.208 0.300
C 1.152 -0.050 0.040
C 0.128 -0.822 0.607
N -1.117 -0.581 0.393
N -1.168 0.712 -0.609
S -2.556 1.418 -1.025
S 0.397 1.170 -0.978
H 0.370 -1.639 1.271

Output
Kohn-Sham gap (alpha / beta)   6.6 / 5.9 eV
Energy above the lowest of the compared OMol25 structures with the same formula, charge and spin   2.182 eV
Net charge   -1


# C2HN3O3

An isolated molecule of C2HN3O3 (wB97M-V/def2-TZVPD, the OMol25 dataset).

Atoms and positions in Å:
O -1.821 1.233 0.082
C -1.414 0.108 -0.041
O -1.988 -1.126 -0.043
C 0.065 0.085 -0.126
N 0.822 1.111 -0.047
N 2.054 0.582 -0.004
N 2.111 -0.658 0.122
O 0.820 -1.039 -0.023
H -2.901 -0.939 0.381

Output
Kohn-Sham gap   11.0 eV
Energy above the lowest of the compared OMol25 structures with the same formula, charge and spin   4.067 eV


no.,calculated total energy (Eh)
1,-574.49981
2,-2158.83802
3,-836.40376
4,-1239.32333
5,-559.09853
6,-558.33695
7,-634.27405
8,-482.43714
9,-1380.86549
10,-466.71839